No. 1
Density functional theory data (ωB97M-V/def2-TZVPD) for C8H12BFINO3 in the gas phase.

relative energy (zero: lowest compared OMol25 entry of this formula, charge and spin): 0.0000 eV
SMILES: CB(O)[C@]1(C[C@H]2CO2)NC(=O)[C@H](I)[C@@H]1F
HOMO level: -9.4 eV

Geometry as XYZ:
```
27
C8H12BFINO3, DFT ωB97M-V/def2-TZVPD
C 2.412 -0.911 0.349
B 0.946 -0.487 0.795
O 0.483 -0.774 2.075
C -0.050 0.260 -0.275
C -0.792 -0.709 -1.235
C -2.175 -1.147 -0.586
C -2.128 -2.530 0.131
O -2.203 -1.173 0.813
N 0.969 0.896 -1.193
C 1.358 2.165 -0.739
O 2.311 2.744 -1.134
C 0.354 2.611 0.353
I 1.131 2.914 2.349
C -0.776 1.534 0.207
F -1.486 1.462 1.382
H 3.017 -0.015 0.159
H 2.850 -1.500 1.173
H 2.358 -1.554 -0.545
H 0.684 -1.717 2.197
H -1.053 -0.255 -2.200
H -0.222 -1.641 -1.320
H -3.097 -0.900 -1.129
H -3.072 -2.983 0.430
H -1.161 -2.770 0.578
H 0.759 0.849 -2.184
H 0.011 3.618 0.099
H -1.430 2.012 -0.548
```



No. 2
Density functional theory data (ωB97M-V/def2-TZVPD) for C13H21N4O2ReS2 as an isolated structure.

spin multiplicity: 2
HOMO level (spin up / spin down): -17.7 / -17.9 eV
net charge: +3

Geometry as XYZ:
```
43
C13H21N4O2ReS2, DFT ωB97M-V/def2-TZVPD
Re -0.147 0.096 0.293
C -2.103 -3.890 4.073
S -1.518 -4.047 2.387
C -1.117 -2.438 1.941
S -0.829 -2.162 0.204
N -1.102 -1.428 2.745
N -0.908 -0.230 2.223
C -1.323 0.832 2.875
C -1.478 1.995 2.062
C -1.872 3.254 2.522
C -2.092 4.264 1.600
C -1.928 3.994 0.242
C -1.548 2.722 -0.156
N -1.292 1.744 0.721
H -1.878 -4.832 4.574
H -3.186 -3.755 4.062
H -1.621 -3.065 4.583
H -1.656 0.772 3.903
H -2.004 3.416 3.583
H -2.397 5.245 1.929
H -2.099 4.757 -0.500
H -1.463 2.479 -1.207
C 4.448 -1.160 0.517
C 2.996 -1.591 0.579
O 2.105 -0.478 0.315
H 5.076 -2.041 0.617
H 4.708 -0.475 1.321
H 4.683 -0.689 -0.435
H 2.759 -1.992 1.569
H 2.773 -2.353 -0.173
H 2.640 0.327 0.430
C -0.430 -0.530 -5.133
N 0.211 0.051 -3.976
C 1.416 0.823 -4.150
C -0.278 -0.153 -2.780
O 0.235 0.304 -1.716
H 0.081 -0.214 -6.037
H -1.476 -0.226 -5.210
H -0.411 -1.622 -5.096
H 1.519 1.141 -5.183
H 2.289 0.219 -3.888
H 1.403 1.699 -3.503
H -1.189 -0.763 -2.727
```



Please write out number 1 again, unchanged.
Density functional theory data (ωB97M-V/def2-TZVPD) for C8H12BFINO3 in the gas phase.

relative energy (zero: lowest compared OMol25 entry of this formula, charge and spin): 0.0000 eV
SMILES: CB(O)[C@]1(C[C@H]2CO2)NC(=O)[C@H](I)[C@@H]1F
HOMO level: -9.4 eV

Geometry as XYZ:
```
27
C8H12BFINO3, DFT ωB97M-V/def2-TZVPD
C 2.412 -0.911 0.349
B 0.946 -0.487 0.795
O 0.483 -0.774 2.075
C -0.050 0.260 -0.275
C -0.792 -0.709 -1.235
C -2.175 -1.147 -0.586
C -2.128 -2.530 0.131
O -2.203 -1.173 0.813
N 0.969 0.896 -1.193
C 1.358 2.165 -0.739
O 2.311 2.744 -1.134
C 0.354 2.611 0.353
I 1.131 2.914 2.349
C -0.776 1.534 0.207
F -1.486 1.462 1.382
H 3.017 -0.015 0.159
H 2.850 -1.500 1.173
H 2.358 -1.554 -0.545
H 0.684 -1.717 2.197
H -1.053 -0.255 -2.200
H -0.222 -1.641 -1.320
H -3.097 -0.900 -1.129
H -3.072 -2.983 0.430
H -1.161 -2.770 0.578
H 0.759 0.849 -2.184
H 0.011 3.618 0.099
H -1.430 2.012 -0.548
```